Record 1
A 4-piece molecular cluster, C22H51N4O8S overall. Source: OMol25; level of theory: ωB97M-V/def2-TZVPD.

Positions of all 86 atoms, in Å:
C -4.351 3.770 -5.369
C -3.168 3.931 -5.593
C -1.792 4.128 -5.794
N -1.486 3.802 -7.239
C -0.921 3.162 -4.965
S -1.085 3.207 -3.214
O -2.427 2.990 -2.745
O -0.399 4.345 -2.658
H -5.401 3.907 -5.265
H -0.498 3.578 -7.306
H -1.958 2.926 -7.483
H -1.064 2.130 -5.312
H 0.123 3.422 -5.136
H -0.372 2.119 -2.800
C -4.089 -4.325 -6.613
O -4.918 -3.228 -6.930
C -6.007 -3.030 -6.037
C -5.819 -1.793 -5.185
N -4.751 -1.971 -4.212
C -4.356 -0.741 -3.515
C -3.794 0.419 -4.328
O -2.518 0.158 -4.893
C -2.522 -0.527 -6.124
H -3.420 -4.481 -7.458
H -3.480 -4.138 -5.722
H -4.677 -5.236 -6.457
H -6.163 -3.915 -5.411
H -6.900 -2.892 -6.653
H -6.753 -1.588 -4.652
H -5.630 -0.952 -5.865
H -3.938 -2.340 -4.686
H -3.596 -1.027 -2.781
H -5.220 -0.377 -2.950
H -3.649 1.254 -3.642
H -4.486 0.782 -5.093
H -3.391 -0.263 -6.732
H -2.487 -1.615 -5.987
H -1.622 -0.235 -6.667
C -2.750 -1.414 0.465
O -1.584 -0.988 -0.207
C -1.402 0.428 -0.229
C -0.237 0.841 0.642
N -0.531 0.657 2.059
C 0.622 0.801 2.942
C 1.792 -0.163 2.780
O 1.506 -1.504 3.147
C 0.877 -2.288 2.150
H -2.877 -2.475 0.253
H -2.671 -1.286 1.551
H -3.633 -0.878 0.107
H -2.317 0.952 0.056
H -1.171 0.700 -1.260
H -0.013 1.895 0.456
H 0.632 0.249 0.321
H -0.923 -0.266 2.192
H 0.253 0.696 3.966
H 1.003 1.823 2.846
H 2.575 0.165 3.468
H 2.230 -0.124 1.776
H 1.200 -2.004 1.145
H -0.213 -2.223 2.211
H 1.155 -3.328 2.325
C 5.810 0.086 4.000
O 4.688 0.179 4.856
C 4.361 -1.034 5.528
C 4.663 -0.934 7.007
N 6.098 -0.899 7.263
C 6.464 -0.561 8.635
C 6.059 0.803 9.185
O 6.727 1.899 8.593
C 6.173 2.369 7.377
H 5.842 0.998 3.406
H 6.750 0.008 4.559
H 5.724 -0.770 3.325
H 4.869 -1.889 5.075
H 3.284 -1.183 5.404
H 4.232 -1.801 7.516
H 4.153 -0.036 7.381
H 6.522 -0.222 6.643
H 7.553 -0.628 8.701
H 6.060 -1.333 9.298
H 6.347 0.821 10.239
H 4.973 0.959 9.159
H 5.086 2.260 7.356
H 6.607 1.862 6.512
H 6.417 3.428 7.294

**Total charge**: -1
**Gap between HOMO and LUMO**: 0.1554 hartree
**Spin multiplicity**: 1
**Molar mass**: 531.74 g mol⁻¹
**ΔE to the lowest compared entry with this formula, charge and spin**: 0.0 kcal per mole
**E_LUMO**: 2.04 eV
**E_HOMO**: -2.18 eV
**Energy**: -56809.0903 eV

---

Record 2
A 5-piece molecular cluster, C22H52BClO13 overall. Source: OMol25; level of theory: ωB97M-V/def2-TZVPD.

Positions of all 89 atoms, in Å:
C 9.490 -2.973 1.092
C 8.716 -3.809 0.076
O 7.529 -4.325 0.698
B 6.835 -5.303 0.082
O 6.957 -5.560 -1.265
O 5.961 -6.126 0.843
C 4.649 -5.910 0.732
O 3.805 -6.747 0.830
O 4.432 -4.588 0.520
C 3.108 -4.188 0.218
Cl 2.615 -4.812 -1.386
C 3.072 -2.670 0.229
C 4.005 -2.012 -0.804
H 9.871 -2.060 0.623
H 10.352 -3.511 1.492
H 8.843 -2.681 1.921
H 9.327 -4.644 -0.276
H 8.447 -3.213 -0.799
H 6.868 -6.504 -1.449
H 2.409 -4.611 0.940
H 3.370 -2.358 1.236
H 2.033 -2.375 0.051
H 3.442 -1.518 -1.598
H 4.670 -2.739 -1.276
H 4.636 -1.260 -0.323
C -0.923 -2.044 -1.126
O 0.055 -1.144 -1.624
C 0.514 -1.463 -2.929
C -0.121 -0.577 -3.977
O -1.514 -0.817 -4.083
C -2.293 0.124 -3.368
H -1.335 -1.612 -0.215
H -1.732 -2.192 -1.845
H -0.473 -3.016 -0.892
H 0.324 -2.517 -3.155
H 1.597 -1.307 -2.942
H 0.328 -0.789 -4.952
H 0.072 0.474 -3.735
H -2.291 1.103 -3.858
H -1.937 0.230 -2.340
H -3.315 -0.253 -3.347
C -2.385 6.742 -5.033
O -3.781 6.513 -5.030
C -4.150 5.244 -5.542
C -4.482 4.266 -4.438
O -3.341 3.946 -3.657
C -3.301 4.621 -2.413
H -2.205 7.655 -4.469
H -1.840 5.919 -4.563
H -2.014 6.880 -6.054
H -3.353 4.837 -6.172
H -5.037 5.385 -6.167
H -4.846 3.337 -4.886
H -5.277 4.673 -3.805
H -4.060 4.218 -1.732
H -3.456 5.696 -2.531
H -2.316 4.451 -1.980
C -3.201 2.452 1.432
O -4.454 2.070 0.899
C -4.336 1.191 -0.207
C -4.598 -0.245 0.188
O -3.592 -0.736 1.062
C -3.983 -0.761 2.425
H -3.390 2.946 2.385
H -2.563 1.582 1.605
H -2.685 3.156 0.769
H -3.346 1.282 -0.667
H -5.081 1.495 -0.950
H -4.586 -0.869 -0.711
H -5.586 -0.331 0.649
H -4.727 -1.545 2.602
H -4.394 0.201 2.742
H -3.097 -0.976 3.019
C -2.770 1.389 5.936
O -2.001 0.451 5.208
C -0.982 1.041 4.417
C 0.381 0.906 5.056
O 0.478 1.658 6.253
C 0.358 0.877 7.426
H -3.395 0.829 6.629
H -2.136 2.077 6.501
H -3.418 1.967 5.266
H -1.206 2.095 4.226
H -0.974 0.517 3.454
H 1.135 1.290 4.362
H 0.599 -0.150 5.245
H 1.245 0.252 7.572
H -0.529 0.238 7.396
H 0.273 1.564 8.266

**Gap between HOMO and LUMO**: 0.3545 hartree
**Spin multiplicity**: 1
**SMILES string**: CCOB(O)OC(=O)O[C@H](Cl)CC.COCCOC.COCCOC.COCCOC.COCCOC
**Molar mass**: 570.91 g mol⁻¹
**E_LUMO**: 0.47 eV
**E_HOMO**: -9.17 eV
**Energy**: -63472.8488 eV

---

Record 3
C22H53Cd2F12N3O12P2S3 as an isolated structure in a non-equilibrium geometry. Source: OMol25; level of theory: ωB97M-V/def2-TZVPD.

Positions of all 109 atoms, in Å:
Cd -1.912 -0.511 -0.281
Cd 2.570 1.539 1.631
S 0.447 0.174 0.634
O 0.655 1.642 0.605
O -0.761 -0.179 1.453
O 0.095 -0.369 -0.723
O 1.711 -0.364 1.165
P 4.577 -0.231 4.151
F 3.399 0.103 5.165
F 5.504 0.858 4.822
F 5.108 -1.425 5.045
F 5.689 -0.523 3.032
F 3.550 -1.242 3.365
F 3.984 0.981 3.102
P 1.801 4.165 3.575
F 1.258 3.974 5.059
F 0.317 4.336 2.990
F 1.960 5.741 3.755
F 2.405 4.242 2.047
F 3.282 3.896 4.113
F 1.645 2.508 3.313
C -4.022 1.244 1.859
C -4.518 0.920 0.461
N -3.482 0.939 -0.598
C -2.643 2.176 -0.562
C -1.623 2.270 -1.679
C -4.139 0.763 -1.902
C -4.955 1.950 -2.431
H -3.357 0.481 2.266
H -4.869 1.329 2.541
H -3.509 2.202 1.917
H -5.047 -0.035 0.428
H -5.299 1.655 0.218
H -3.229 3.086 -0.408
H -2.058 2.139 0.364
H -0.886 1.474 -1.752
H -2.136 2.339 -2.644
H -1.095 3.215 -1.559
H -4.864 -0.056 -1.856
H -3.465 0.454 -2.701
H -4.651 2.896 -1.969
H -6.016 1.912 -2.184
H -4.812 2.155 -3.490
C 5.595 3.298 1.698
C 5.395 2.317 0.553
N 3.989 2.244 0.071
C 3.731 3.509 -0.663
C 2.319 3.653 -1.203
C 3.912 1.144 -0.931
C 4.415 -0.215 -0.393
H 4.688 3.304 2.311
H 5.743 4.328 1.371
H 6.425 3.006 2.335
H 6.101 2.454 -0.277
H 5.663 1.329 0.930
H 4.420 3.610 -1.511
H 3.933 4.353 -0.003
H 2.043 2.817 -1.851
H 2.241 4.518 -1.864
H 1.589 3.737 -0.400
H 2.881 0.980 -1.239
H 4.532 1.347 -1.809
H 5.476 -0.355 -0.590
H 4.165 -0.438 0.644
H 3.928 -0.988 -0.997
C -2.257 -2.459 -2.839
C -1.824 -3.121 -1.544
N -2.522 -2.604 -0.348
C -3.953 -2.958 -0.328
C -4.273 -4.434 -0.546
C -1.819 -3.139 0.876
C -2.416 -2.594 2.157
H -1.671 -2.872 -3.660
H -2.166 -1.374 -2.808
H -3.299 -2.687 -3.091
H -1.959 -4.204 -1.619
H -0.744 -3.001 -1.436
H -4.306 -2.586 0.635
H -4.518 -2.358 -1.046
H -4.516 -4.582 -1.605
H -3.452 -5.112 -0.335
H -5.190 -4.753 -0.054
H -0.774 -2.858 0.789
H -1.894 -4.226 0.920
H -2.703 -1.541 2.126
H -1.647 -2.637 2.925
H -3.266 -3.173 2.515
C -0.964 -0.645 -6.727
C -2.211 -0.059 -6.070
O -1.773 0.172 -4.719
S -0.261 0.700 -4.702
O 0.416 0.059 -3.643
O -0.220 2.085 -4.806
O 0.134 0.012 -6.092
H -0.941 -0.466 -7.798
H -0.904 -1.720 -6.552
H -3.019 -0.780 -5.997
H -2.537 0.862 -6.550
C 2.050 -3.709 3.755
C 1.413 -3.227 2.455
O 0.935 -4.422 1.823
S 0.386 -5.426 2.936
O 0.718 -6.749 2.602
O -0.974 -5.122 3.210
O 1.353 -4.933 4.076
H 1.957 -2.987 4.557
H 3.095 -3.944 3.562
H 2.107 -2.692 1.815
H 0.615 -2.505 2.661

**Gap between HOMO and LUMO**: 0.3640 hartree
**Spin multiplicity**: 1
**Molar mass**: 1162.62 g mol⁻¹
**ΔE to the lowest compared entry with this formula, charge and spin**: 0.0 kcal per mole
**E_LUMO**: -0.56 eV
**E_HOMO**: -10.46 eV
**Energy**: -145548.0367 eV

---

Record 4
A 3-piece molecular cluster, C22H53ClN2O12P3 overall in a non-equilibrium geometry. Source: OMol25; level of theory: ωB97M-V/def2-TZVPD.

Positions of all 93 atoms, in Å:
C 0.521 5.170 -0.673
C 1.090 3.636 -0.562
O 1.683 3.516 0.811
C -0.049 2.462 -0.663
N -0.932 2.524 -1.890
C -2.162 1.599 -1.784
C -3.201 2.091 -2.952
C -4.594 1.184 -2.979
C -5.897 2.213 -2.902
C -5.887 3.254 -4.182
Cl -7.507 4.158 -4.374
N -2.615 2.178 -4.342
C -1.275 2.875 -4.381
C -0.212 2.360 -3.210
P 0.361 0.586 -3.615
O -0.801 -0.412 -4.038
O 1.267 -0.207 -2.353
O 1.449 0.659 -5.017
H 0.405 5.404 -1.837
H 1.284 5.993 -0.275
H -0.532 5.348 -0.193
H 2.008 3.473 -1.298
H 2.031 4.442 1.063
H 0.485 1.437 -0.484
H -0.775 2.618 0.271
H -1.348 3.505 -1.903
H -2.673 1.860 -0.746
H -1.886 0.463 -1.803
H -3.550 3.191 -2.654
H -4.617 0.490 -2.032
H -4.596 0.593 -3.991
H -6.855 1.528 -2.887
H -5.812 2.804 -1.887
H -5.565 2.658 -5.152
H -5.065 4.087 -3.995
H -2.623 1.268 -4.852
H -1.462 4.049 -4.300
H -0.776 2.689 -5.432
H 0.758 3.051 -3.273
H 1.149 -1.201 -2.560
H 1.533 1.605 -5.334
O 1.390 1.134 5.466
P 2.325 2.325 5.140
O 3.582 1.344 4.714
C 3.576 0.789 3.410
C 3.813 1.850 2.353
O 2.682 2.577 6.751
C 1.679 2.297 7.729
C 1.887 0.908 8.318
O 3.368 3.656 4.776
C 4.525 3.978 5.553
C 5.611 2.912 5.622
H 2.633 0.261 3.233
H 4.383 0.052 3.368
H 2.980 2.564 2.325
H 3.895 1.393 1.360
H 4.720 2.417 2.553
H 0.677 2.410 7.303
H 1.760 3.044 8.525
H 2.108 0.155 7.554
H 1.001 0.584 8.875
H 2.742 0.914 8.997
H 4.232 4.303 6.555
H 4.962 4.860 5.072
H 5.296 2.056 6.228
H 6.518 3.312 6.088
H 5.876 2.543 4.628
O -1.647 -3.941 -1.294
P -1.823 -5.469 -1.471
O -0.628 -5.826 -0.388
C -0.953 -5.791 0.990
C -1.883 -6.926 1.373
O -0.944 -5.477 -2.891
C -1.005 -4.331 -3.742
C 0.186 -3.417 -3.485
O -2.019 -7.176 -1.669
C -1.034 -8.011 -2.285
C 0.327 -8.065 -1.605
H -1.389 -4.820 1.246
H -0.015 -5.891 1.546
H -2.858 -6.809 0.883
H -2.052 -6.937 2.455
H -1.481 -7.890 1.070
H -1.956 -3.803 -3.618
H -0.979 -4.676 -4.781
H 0.385 -3.275 -2.417
H 0.028 -2.433 -3.939
H 1.092 -3.855 -3.908
H -0.933 -7.760 -3.345
H -1.454 -9.023 -2.260
H 0.875 -7.125 -1.727
H 0.949 -8.852 -2.043
H 0.234 -8.265 -0.534

**Total charge**: +1
**Gap between HOMO and LUMO**: 0.2773 hartree
**Spin multiplicity**: 1
**Molar mass**: 666.04 g mol⁻¹
**ΔE to the lowest compared entry with this formula, charge and spin**: 353.4 kcal per mole
**E_LUMO**: -3.83 eV
**E_HOMO**: -11.38 eV
**Energy**: -91599.2727 eV

---

Record 5
C22H55N3O8Si2 as an isolated structure. Source: OMol25; level of theory: ωB97M-V/def2-TZVPD.

Positions of all 90 atoms, in Å:
C 2.032 2.137 0.352
C 1.722 0.632 0.292
C 0.283 0.296 -0.128
C 0.138 -0.988 -0.935
N 0.476 -2.177 -0.136
Si 2.021 -2.929 -0.132
C 2.671 -3.259 1.592
C 3.927 -2.490 2.012
O 4.826 -3.448 2.587
C 3.633 -1.315 2.979
N 4.140 -0.003 2.592
O 1.989 -4.397 -0.883
Si 1.860 -4.714 -2.505
N 3.347 -5.179 -3.116
C 4.542 -4.774 -3.105
C 5.094 -3.864 -4.177
C 5.509 -5.170 -2.015
H 2.648 2.376 1.223
H 1.127 2.748 0.403
H 2.593 2.464 -0.527
H 2.402 0.158 -0.425
H 1.929 0.169 1.263
H -0.131 1.121 -0.719
H -0.350 0.199 0.761
H -0.898 -1.069 -1.269
H 0.748 -0.920 -1.846
H -0.261 -2.868 -0.216
H 2.954 -2.031 -0.880
H 1.857 -3.053 2.296
H 2.893 -4.328 1.658
H 4.428 -2.060 1.129
H 5.500 -2.976 3.090
H 4.066 -1.571 3.951
H 2.552 -1.242 3.140
H 4.126 0.131 1.586
H 5.088 0.151 2.910
H 1.391 -3.429 -3.104
H 0.855 -5.767 -2.725
H 4.423 -3.825 -5.032
H 6.095 -4.161 -4.498
H 5.179 -2.859 -3.746
H 5.507 -4.376 -1.258
H 5.184 -6.089 -1.532
H 6.532 -5.273 -2.381
C -2.163 3.557 -6.069
O -2.780 2.422 -5.511
C -1.969 1.270 -5.611
C -2.509 0.159 -4.737
O -2.182 0.303 -3.364
C -2.949 1.235 -2.617
C -4.319 0.728 -2.222
O -5.218 0.820 -3.308
C -6.413 0.115 -3.070
H -1.937 3.410 -7.132
H -2.857 4.390 -5.969
H -1.229 3.801 -5.549
H -0.940 1.503 -5.304
H -1.941 0.920 -6.653
H -2.026 -0.769 -5.050
H -3.587 0.059 -4.881
H -3.039 2.188 -3.143
H -2.385 1.397 -1.695
H -4.687 1.326 -1.377
H -4.235 -0.316 -1.887
H -6.223 -0.956 -2.925
H -7.052 0.250 -3.939
H -6.933 0.495 -2.182
C 0.518 0.469 4.295
O -0.284 1.615 4.473
C -0.385 2.366 3.277
C -1.514 3.368 3.351
O -2.792 2.797 3.112
C -3.388 2.128 4.213
C -4.073 3.061 5.188
O -3.125 3.684 6.030
C -3.680 4.754 6.757
H 1.534 0.737 3.978
H 0.569 -0.049 5.251
H 0.088 -0.205 3.542
H -0.553 1.692 2.428
H 0.563 2.897 3.107
H -1.366 4.092 2.547
H -1.485 3.897 4.306
H -2.660 1.506 4.740
H -4.155 1.482 3.782
H -4.789 2.483 5.791
H -4.637 3.819 4.627
H -4.053 5.540 6.090
H -2.894 5.163 7.389
H -4.509 4.421 7.393

**Gap between HOMO and LUMO**: 0.3420 hartree
**Spin multiplicity**: 1
**Molar mass**: 545.87 g mol⁻¹
**E_LUMO**: 0.70 eV
**E_HOMO**: -8.60 eV
**Energy**: -60311.2733 eV